Molecular formula: C25H38ClN6O2TeV
Method: DFT, ωB97M-V with the def2-TZVPD basis set

XYZ file:
```
74
Properties=species:S:1:pos:R:3:mulliken_charge:R:1
V 0.059 -0.565 -0.094 0.10
C -0.235 0.262 4.721 -1.05
N -0.826 -0.967 4.215 -0.01
C -0.525 -2.128 5.054 -1.12
C -0.771 -1.137 2.838 0.38
N -0.132 -0.402 2.018 0.12
N -1.573 -2.193 2.414 -0.15
C -1.653 -2.785 1.171 0.64
N -2.524 -3.852 1.164 -0.55
N -1.028 -2.350 0.143 0.10
H -0.515 0.372 5.767 0.30
H -0.626 1.117 4.172 0.35
H 0.861 0.260 4.658 0.39
H -0.755 -1.871 6.086 0.41
H 0.531 -2.411 4.986 0.31
H -1.131 -2.989 4.785 0.32
H 0.478 0.253 2.492 -0.04
H -2.302 -2.442 3.063 0.35
H -2.556 -4.424 1.992 0.20
H -2.568 -4.379 0.308 0.23
H -1.156 -2.961 -0.658 -0.17
C 0.938 4.423 -1.093 -1.49
C 0.837 2.973 -1.596 0.79
C 1.533 2.102 -0.556 -1.50
C -0.622 2.681 -1.975 0.44
C -1.132 3.520 -2.966 -0.89
C -2.465 3.509 -3.330 -1.23
C -3.325 2.660 -2.655 -0.75
C -2.871 1.760 -1.699 0.55
C -3.981 0.959 -1.020 0.50
C -4.597 1.817 0.091 -1.52
C -3.686 -0.432 -0.470 -1.34
C -1.480 1.701 -1.410 0.18
N -0.987 0.669 -0.650 -0.26
H 1.975 4.676 -0.861 0.43
H 0.348 4.540 -0.181 0.37
H 0.569 5.149 -1.815 0.40
H 1.420 2.903 -2.522 0.37
H 0.999 2.121 0.396 0.20
H 2.540 2.491 -0.384 0.59
H 1.651 1.065 -0.870 -0.13
H -0.455 4.207 -3.460 0.45
H -2.833 4.165 -4.108 0.37
H -4.384 2.671 -2.891 0.38
H -4.745 0.821 -1.793 0.48
H -3.858 1.999 0.876 0.28
H -5.456 1.315 0.545 0.43
H -4.924 2.787 -0.284 0.41
H -2.974 -0.396 0.351 -0.10
H -3.263 -1.091 -1.230 0.16
H -4.624 -0.869 -0.114 0.55
C -1.255 -0.692 -3.680 -0.86
Te 0.632 -1.113 -2.800 0.45
C 0.432 -3.208 -3.090 -1.12
H -2.053 -1.087 -3.054 0.15
H -1.290 -1.132 -4.675 0.53
H -1.369 0.387 -3.751 0.15
H 0.702 -3.478 -4.107 0.37
H -0.603 -3.500 -2.906 0.31
H 1.104 -3.688 -2.384 0.31
Cl 8.507 -0.104 1.523 -0.23
C 6.894 -0.533 1.023 0.46
C 6.724 -1.356 -0.078 -0.70
C 5.438 -1.691 -0.469 -0.25
C 4.336 -1.213 0.230 0.04
C 4.533 -0.386 1.330 -0.14
C 5.813 -0.041 1.734 -0.77
C 2.947 -1.587 -0.231 0.31
O 2.817 -2.310 -1.219 -0.68
O 1.991 -1.104 0.478 -0.28
H 7.587 -1.722 -0.616 0.41
H 5.267 -2.329 -1.325 0.46
H 3.668 -0.014 1.860 0.39
H 5.979 0.604 2.587 0.41
```

The HOMO energy (alpha / beta) is -6.12 / -5.94 eV. The charge is 0. The calculation puts the orbital gap (alpha / beta) at 5.99 / 5.80 eV.


Molecular formula: C18H60N16O12
Method: DFT, ωB97M-V with the def2-TZVPD basis set

XYZ file:
```
106
Properties=species:S:1:pos:R:3:mulliken_charge:R:1
N 1.518 10.057 -22.083 0.16
C 2.632 9.311 -21.864 0.73
N 2.569 8.432 -20.830 -0.32
O 3.622 9.390 -22.599 -0.81
H 0.699 9.961 -21.507 -0.21
H 1.542 10.769 -22.808 -0.03
H 1.758 8.383 -20.240 0.14
H 3.401 7.931 -20.585 0.23
N -1.410 10.476 -24.002 1.31
C -1.455 9.130 -24.068 0.38
N -0.250 8.513 -24.239 0.72
O -2.520 8.479 -24.055 -0.31
H -0.501 10.901 -23.927 -0.34
H -2.250 11.021 -23.822 -0.46
H -0.215 7.507 -24.166 -0.09
H 0.574 9.055 -24.438 -0.72
N 2.907 10.266 -25.207 -0.12
C 1.888 11.122 -25.418 0.54
N 1.551 11.313 -26.726 -0.34
O 1.243 11.615 -24.487 -0.81
H 3.376 9.721 -25.920 0.22
H 3.188 10.015 -24.258 0.16
H 0.777 11.869 -27.032 0.10
H 2.158 10.957 -27.443 0.17
N -1.188 11.664 -21.020 -0.07
C -0.929 12.934 -21.469 0.41
N 0.214 13.520 -20.970 -0.41
O -1.695 13.481 -22.232 -0.53
H -2.093 11.351 -21.344 -0.05
H -0.589 11.078 -20.473 0.23
H 0.521 14.394 -21.350 0.23
H 0.824 13.001 -20.368 0.16
N -5.836 11.053 -21.258 -0.46
C -4.834 10.801 -22.159 0.47
N -4.792 9.527 -22.662 0.05
O -4.031 11.666 -22.483 -0.53
H -6.415 10.300 -20.934 0.14
H -5.830 11.889 -20.704 0.25
H -3.907 9.348 -23.120 -0.39
H -5.307 8.794 -22.206 0.27
N -1.926 4.169 -25.383 -0.44
C -0.923 5.087 -25.562 0.62
N -1.021 5.809 -26.708 -0.03
O -0.023 5.239 -24.745 -0.66
H -2.392 3.801 -26.198 0.20
H -1.906 3.475 -24.657 0.24
H -1.688 5.614 -27.430 0.21
H -0.261 6.440 -26.890 -0.21
N -6.011 4.360 -23.484 -0.44
C -5.131 5.337 -23.098 0.58
N -4.539 6.020 -24.118 -0.02
O -4.974 5.639 -21.925 -0.62
H -6.640 3.978 -22.805 0.26
H -6.211 4.270 -24.463 0.14
H -4.698 5.714 -25.059 0.20
H -3.840 6.716 -23.914 -0.15
N -2.685 12.305 -26.816 -0.26
C -2.363 13.217 -25.858 0.53
N -1.270 14.007 -26.146 -0.36
O -2.974 13.334 -24.815 -0.55
H -3.440 11.643 -26.691 -0.04
H -2.060 12.109 -27.577 0.10
H -1.045 14.723 -25.482 0.25
H -0.708 13.867 -26.962 0.15
C -2.154 6.293 -20.014 -1.65
C -2.217 7.743 -20.450 1.67
C -2.557 8.671 -19.290 -1.53
O -0.907 8.145 -20.897 -0.37
H -1.292 6.093 -19.377 0.36
H -2.090 5.628 -20.879 0.36
H -3.081 6.027 -19.502 0.42
H -2.939 7.889 -21.257 -0.50
H -1.924 8.361 -18.456 0.37
H -3.600 8.605 -18.982 0.37
H -2.389 9.702 -19.587 0.30
H -0.677 7.676 -21.705 0.10
C 3.805 6.759 -24.589 -1.14
C 3.831 6.899 -26.106 0.35
C 2.469 6.789 -26.752 -0.57
O 4.397 8.166 -26.482 -0.66
H 3.681 5.720 -24.290 0.43
H 3.103 7.421 -24.083 0.03
H 4.800 7.055 -24.233 0.43
H 4.470 6.106 -26.506 0.29
H 2.602 6.785 -27.840 0.40
H 1.723 7.500 -26.406 -0.43
H 2.075 5.771 -26.653 0.45
H 5.233 8.252 -26.010 0.33
C -0.262 8.553 -28.678 -1.33
C -1.418 9.085 -27.830 1.90
O -2.601 9.109 -28.599 -0.74
H 0.664 8.758 -28.137 0.13
H -0.140 9.178 -29.566 0.43
H -0.426 7.501 -28.894 0.37
H -1.153 10.090 -27.486 -0.45
H -1.487 8.445 -26.945 -0.64
H -3.337 9.301 -28.003 0.30
C -6.130 10.447 -27.342 -1.38
C -5.577 9.847 -26.063 -0.08
O -4.152 9.867 -26.129 0.61
H -7.166 10.755 -27.235 0.42
H -6.055 9.742 -28.180 0.31
H -5.501 11.273 -27.680 0.29
H -5.922 8.835 -25.840 0.34
H -5.922 10.507 -25.259 0.21
H -3.793 9.395 -25.358 -0.27
```

The HOMO energy is -8.83 eV. The charge is 0. The calculation puts the orbital gap at 9.01 eV. The SMILES is NC(N)=O.NC(N)=O.NC(N)=O.NC(N)=O.NC(N)=O.NC(N)=O.NC(N)=O.NC(N)=O.CC(C)O.CC(C)O.CCO.CCO.


Molecular formula: C2H10NO
Method: DFT, ωB97M-V with the def2-TZVPD basis set

XYZ file:
```
14
Properties=species:S:1:pos:R:3:lowdin_spin:R:1
O -0.745 -0.738 -2.034 0.35
H -1.723 -0.643 -2.051 0.00
H 0.170 0.066 -1.115 0.01
H -0.435 -1.615 -2.242 0.00
C -0.687 0.143 1.416 0.17
C 0.743 0.052 0.920 0.17
N 0.787 0.621 -0.490 0.05
H -0.613 -0.341 2.420 0.00
H -1.235 -0.480 0.730 0.08
H -0.968 1.205 1.428 0.03
H 1.137 -1.013 0.764 0.05
H 1.441 0.564 1.555 0.08
H 1.729 0.585 -0.834 0.00
H 0.398 1.593 -0.464 0.00
```

The HOMO energy (alpha / beta) is -23.76 / -22.33 eV. As for the spin multiplicity: 2. The expectation value of S² is 0.755. The charge is +2. The calculation puts the orbital gap (alpha / beta) at 15.59 / 4.96 eV.